Record 1
17
Properties=species:S:1:pos:R:3:forces:R:3 method="wB97M-V/def2-TZVPD" smiles="NC(N)=O.O.O.O" e_above_lowest_kcal_mol=16.6 e_homo_ha=-0.3791 spin_multiplicity=1 gap_ev=10.6084
O -1.807793 1.585504 1.558338 -1.0 0.8 0.1
O 0.563016 -2.486760 -0.130537 0.7 -0.2 -0.7
O 2.505522 0.060886 -1.654160 0.0 -0.8 0.3
O 0.415318 2.637394 -1.607138 -0.5 -0.4 1.1
N -1.330958 -0.127480 0.131271 -0.5 -0.5 -0.7
N -0.841936 -0.279077 2.388896 -0.4 0.2 0.0
C -1.430551 0.458961 1.390862 1.8 -0.5 0.4
H -0.637816 0.185707 3.265268 0.0 -0.2 -0.4
H 1.633257 0.076011 -1.241360 0.2 0.4 -0.1
H 0.200969 2.706269 -0.652149 0.4 0.3 -0.6
H 2.531132 0.753994 -2.311430 -0.3 0.4 0.0
H 0.556624 -2.300672 -1.083932 -0.2 0.0 0.3
H 1.442753 -2.898235 -0.052549 -0.4 0.2 0.4
H -0.989358 -1.073826 0.068290 0.2 -0.1 0.5
H -2.185899 -0.096275 -0.396794 -0.2 0.6 -0.1
H -0.404817 -1.146066 2.150620 0.2 -0.2 0.2
H -0.219464 1.943666 -1.823497 0.0 0.0 -0.4

---

Record 2
13
Properties=species:S:1:pos:R:3:forces:R:3 method="wB97M-V/def2-TZVPD" e_above_lowest_kcal_mol=33.3 e_homo_ha=-0.2420 spin_multiplicity=1 gap_ev=7.0607
O -1.435373 0.510449 1.357875 -0.4 -2.1 -0.9
O -0.285458 1.297132 -0.542251 0.4 -1.3 0.8
O -0.668531 2.720813 1.226657 0.5 2.0 -0.8
N 0.253116 -1.019865 -0.906981 1.2 2.3 1.8
C -0.482891 0.048130 -1.074481 -0.9 0.6 -1.5
C 1.337437 -1.153918 -0.078381 -1.4 2.0 -1.9
B -0.819860 1.490106 0.733663 0.9 0.4 -1.2
H -0.327128 3.222973 0.441209 -0.2 -0.1 1.4
H 0.084340 -1.707253 -1.582767 -0.5 -1.4 -0.8
H -1.647397 0.635848 2.249303 -0.5 0.4 1.9
H -1.234056 0.117294 -1.838958 0.0 -0.7 -0.4
H 1.548400 -2.066039 0.283793 0.7 -3.3 0.7
H 1.405841 -0.378136 0.614497 0.3 1.2 0.9

---

Record 3
94
Properties=species:S:1:pos:R:3:forces:R:3 method="wB97M-V/def2-TZVPD" e_homo_ha="-0.1132 / -0.1437" s2=3.814 total_charge=-1 spin_multiplicity=4 gap_ev="4.3658 / 5.2975"
Br 6.151225 4.430568 5.026333 0.2 1.8 0.1
V -0.316845 0.451258 -0.333076 -3.4 0.9 4.6
P 0.450865 -0.321084 -2.383361 0.2 -1.3 -0.9
O -1.087376 -0.032570 3.014753 -0.2 0.6 -1.1
O 1.305238 2.790327 0.266936 -0.1 -1.0 -2.7
N 3.371636 -1.483917 4.985001 -0.9 0.8 1.2
N -1.782341 -0.907913 0.232774 0.2 0.2 -1.3
N -10.535724 1.017664 0.173488 1.7 -0.5 0.0
N -1.653067 1.757687 0.672929 -0.5 0.6 -0.3
N 1.095941 -0.436694 0.948784 0.8 0.9 2.0
N 4.429184 -0.924847 4.481332 0.2 -0.1 0.3
C 5.788684 2.715728 5.565258 -0.5 -1.3 0.2
C 3.355016 -1.602102 2.087462 0.0 0.5 -1.0
C -1.854279 0.307454 -3.808092 0.6 -0.2 -0.1
C 1.590801 -1.773867 -2.380217 0.3 -0.4 -0.3
C -7.343769 -0.519254 0.267477 -0.2 0.5 0.0
C 2.302686 -0.400256 0.358568 -1.2 0.1 -0.9
C 1.572756 2.171551 -2.069872 0.2 0.0 -0.8
C 3.802271 -2.791902 -2.602377 0.1 1.0 0.5
C -5.241963 0.577856 -0.082060 1.5 0.4 -0.3
C -3.750925 0.511704 -0.006771 -1.0 1.6 0.6
C 2.002144 1.037329 -4.189504 -0.3 -0.5 0.5
C -1.454871 -2.199032 -0.046565 -1.5 -1.1 -0.6
C -3.050639 1.617939 0.596046 -0.2 -0.1 0.2
C 4.972166 0.106660 5.257060 0.1 -1.3 -0.8
C -2.654835 3.507661 1.836982 1.3 -1.6 -1.3
C 1.043856 -3.062689 -2.180088 0.8 -0.2 -0.5
C -7.980198 0.713863 0.166183 0.9 0.9 -0.6
C -3.669994 2.658410 1.328604 0.9 0.2 0.3
C 4.233407 0.950444 6.077439 -1.0 0.2 0.3
C -5.899797 1.825225 -0.363023 -0.3 -1.5 0.4
C 3.285218 -4.067343 -2.384428 -1.1 1.2 -0.4
C 1.092311 -0.811147 2.304186 -0.5 -0.4 -1.5
C 2.232215 -1.368383 2.864930 -0.8 0.4 0.6
C -2.731801 0.257530 -4.903705 0.3 0.5 1.3
C -3.552745 -1.870379 -0.850511 -0.6 0.3 -0.5
C 6.736587 1.764100 5.199243 -0.2 -0.1 -0.3
C 2.300299 3.261186 -2.493470 1.0 0.2 -1.6
C 0.975394 2.090609 -0.719040 -0.3 0.0 2.2
C -1.359058 -1.430275 -5.905053 0.2 0.2 -0.8
C -7.257414 1.910118 -0.145030 -0.3 -0.6 0.6
C 1.906431 -4.178641 -2.164631 -0.4 -0.1 0.2
C 3.398880 -1.083138 0.805492 0.1 -0.4 1.0
C -5.970456 -0.588192 0.207420 -0.5 0.8 -0.2
C -9.384636 0.822231 0.179479 -2.6 0.5 0.3
C -2.551747 -2.808750 -0.717391 1.6 -0.8 0.3
C -0.103757 -1.386249 4.522458 -0.3 -0.8 0.7
C -1.431584 2.884464 1.415492 -0.4 0.4 0.2
C 2.825958 2.060372 -4.571305 0.7 1.5 -0.4
C 1.390212 1.071682 -2.949953 0.9 1.3 0.6
C -0.105222 -0.708474 3.231164 -0.9 0.2 0.1
C 4.542935 2.299590 6.045930 0.2 1.3 0.9
C 2.255753 -1.647128 4.280305 0.7 -1.1 0.5
C 2.996025 -1.643807 -2.530680 -0.9 -0.9 -0.2
C -3.101201 -0.698049 -0.249207 1.7 -0.7 0.2
C 2.974201 3.188170 -3.753519 -1.4 -0.5 1.8
C 6.284838 0.488671 4.968731 0.7 -0.3 0.3
C -0.542485 -1.488283 -4.783138 -0.2 0.5 0.3
C -0.711157 -0.512731 -3.771705 -0.7 -1.1 -0.3
C -2.421400 -0.529038 -5.995227 0.0 -0.2 0.3
C 1.028913 -1.872246 5.050187 1.7 0.6 -0.3
H -7.955761 -1.387544 0.416377 -0.1 -0.4 0.2
H -7.788323 2.870625 -0.069996 0.2 -0.5 -0.6
H 3.883522 -4.937364 -2.512007 0.4 -0.5 0.2
H 3.341906 2.090150 -5.531602 -0.2 -0.3 0.2
H 2.366511 0.173596 -0.588176 -0.1 -0.7 0.7
H -5.466020 -1.518789 0.372742 0.1 -0.1 0.2
H 1.815553 0.136737 -4.748612 0.2 0.0 -0.7
H 0.184127 -2.303122 -4.706502 0.0 0.6 0.0
H 3.466248 -0.669588 -2.637776 -0.2 -0.1 0.0
H 1.468879 -5.172220 -1.979002 0.2 0.5 -0.2
H -1.096896 -2.022678 -6.791122 -0.3 0.0 0.5
H 7.760809 2.060045 4.989198 -0.2 -0.1 -0.1
H 4.859469 -2.570706 -2.758716 -0.2 -0.6 0.0
H -3.644666 0.845506 -4.809573 0.2 0.0 -0.4
H -3.042850 -0.456805 -6.875667 0.0 -0.2 -0.1
H 3.837663 3.067813 6.453880 0.7 -0.9 -0.4
H 3.569180 4.025315 -4.022776 0.5 0.5 -0.5
H 1.207207 -2.219063 6.081600 -0.5 0.1 -0.6
H -4.703595 2.612857 1.626932 -0.1 0.4 -0.2
H 4.122477 -2.155652 2.554412 0.9 -0.4 0.0
H -5.336009 2.659237 -0.732462 0.2 0.3 0.2
H -2.725629 4.488613 2.284123 -0.1 -0.3 0.4
H -0.383651 3.132367 1.652518 -0.9 0.1 -0.2
H 4.191985 -1.216534 0.104160 0.7 0.0 0.0
H 6.943581 -0.270080 4.573653 0.1 0.0 -0.2
H -2.005291 1.007585 -2.977034 -0.2 -0.3 -0.3
H -1.065493 -1.360797 5.071916 0.7 0.0 -0.6
H -0.541350 -2.689231 0.300645 -0.2 0.5 -0.2
H -4.509698 -1.990528 -1.363175 0.5 -0.1 0.2
H 2.338073 4.152654 -1.862417 0.2 -0.3 -0.2
H -2.596011 -3.830840 -1.083099 0.1 0.1 0.2
H 3.349250 0.590851 6.618062 0.1 0.2 -0.7
H -0.037955 -3.242084 -2.135931 0.5 0.3 0.2

---

Record 4
57
Properties=species:S:1:pos:R:3:forces:R:3 method="wB97M-V/def2-TZVPD" e_above_lowest_kcal_mol=0.2 e_homo_ha="-0.5830 / -0.5830" s2=0.754 total_charge=+3 spin_multiplicity=2 gap_ev="5.6402 / 2.0648"
Sr 3.010786 3.009057 -0.906556 -1.4 0.5 1.3
Sr -0.284485 2.990503 -2.043761 -1.5 0.3 1.2
O -4.586922 1.375270 1.417035 2.3 -0.3 0.8
O 1.119887 4.528675 -0.486176 1.6 -1.1 -0.9
O 5.179425 -2.220659 1.935305 2.4 -0.9 -1.5
O 1.056305 1.535321 -0.517860 1.1 0.3 -0.5
O -3.119850 -0.566432 -1.403005 1.9 -0.3 0.1
N -0.235693 0.232651 -2.648854 -0.1 1.8 1.1
N -1.338769 2.861347 0.375005 0.1 0.1 -0.2
N 3.340129 -0.497192 -0.814324 0.4 0.1 -0.9
C -1.845288 -1.259193 -1.314504 0.0 0.3 -2.4
C -1.561780 1.086785 2.066634 -1.4 0.0 -0.4
C -5.870498 1.802000 1.274564 -2.8 0.3 -0.3
C -2.238349 1.808518 0.861087 -0.1 -1.0 0.6
C -0.955125 -1.049015 -2.620861 -0.3 -0.2 -0.5
C 0.117259 -2.104676 -2.885405 -0.8 -1.4 0.1
C 3.521217 -1.146848 0.472680 -0.4 -0.6 0.7
C 6.474086 -2.863783 2.116887 -0.3 -1.1 1.5
C -3.947724 -1.014998 -0.345140 -0.7 0.0 0.9
C -3.660591 2.369238 1.071207 0.8 -0.3 -0.8
C 2.260727 -2.053893 0.752774 0.7 0.7 0.2
C 4.916874 -1.916760 0.562373 -3.1 1.9 -0.3
H -1.210539 -0.988648 -0.470697 -0.2 0.4 0.6
H -0.430119 2.424997 0.438726 0.5 -0.1 0.0
H 0.870134 -2.272829 -2.115334 -0.1 0.3 0.4
H 3.992703 0.263571 -0.938780 1.1 -0.2 -0.2
H 6.560129 -3.254616 3.130764 -0.7 0.2 0.2
H 2.089078 -2.043924 1.829126 0.1 -0.6 0.0
H -6.571377 1.000501 1.507962 0.3 -0.2 0.5
H -2.047674 -2.328397 -1.251697 0.1 -0.1 0.1
H 1.405138 5.361884 -0.063198 -0.6 -0.4 -0.5
H 1.327472 -1.675949 0.335274 0.2 0.6 -0.2
H -1.178865 1.747909 2.844065 -0.2 0.3 0.0
H 0.436583 0.272250 -3.401568 -0.2 -0.5 -0.8
H 2.300755 -3.047323 0.306012 0.5 -0.1 0.3
H -3.478047 -0.861581 0.626437 0.4 -0.3 0.1
H -4.846481 -0.411647 -0.217510 0.1 0.1 -0.8
H 5.653715 -1.190665 0.218913 0.8 -0.1 0.2
H -0.734440 0.434457 1.787247 0.0 -0.1 -0.3
H 6.707983 -3.697543 1.454900 -0.7 0.1 -0.8
H 3.586579 -0.327225 1.188264 -0.1 -0.4 0.9
H -3.961462 2.690097 0.073894 0.0 0.7 -0.2
H -3.592112 3.233909 1.731322 -0.5 0.1 0.4
H -2.351176 0.464316 2.487926 0.2 -0.2 0.4
H -6.170946 2.039539 0.254069 0.5 0.3 -0.5
H 2.488755 0.043283 -0.758221 -0.9 -0.4 0.0
H 0.481819 0.812154 -0.199208 0.6 0.6 0.0
H 0.674536 -1.948268 -3.809020 -0.2 0.4 -0.1
H -2.384116 1.103165 0.042960 0.3 -0.3 0.0
H -0.397328 -3.052582 -3.042819 0.2 -0.3 0.1
H -1.224091 3.498307 1.150398 -0.3 0.9 0.0
H 4.881920 -2.724528 -0.168647 0.6 -0.8 0.5
H 7.359751 -2.231144 2.058000 -0.2 1.1 -0.5
H -6.140818 2.666375 1.881093 0.2 0.1 0.3
H -4.250959 -2.055266 -0.463457 0.2 -0.1 -0.1
H -1.599393 -1.038851 -3.500022 -0.3 -0.1 0.2
H 0.401273 0.188355 -1.866280 0.1 0.0 0.2